Density functional theory data (ωB97M-V/def2-TZVPD) for an isolated ion of composition C5H11F2P2 and charge +1.

Bonds (Å) are listed after each position.
Geometry (Å):
1 C -3.0487 0.8669 -1.5416  P8 1.668, H10 1.017, H11 1.014
2 C 2.5236 -0.0684 -0.6041  C4 1.532, H12 1.064, H13 1.129, H14 1.009
3 C 0.4865 0.4343 1.6376  C5 1.554, H15 1.020, H16 1.077, H17 1.034
4 C 1.0421 -0.4558 -0.6352  C2 1.532, C5 1.539, H18 1.104, H19 1.194
5 C 0.5510 -0.8521 0.7681  C3 1.554, C4 1.539, P9 1.825, H20 1.071
6 F -1.1947 -2.4231 -0.4019  P9 1.609
7 F -2.7181 1.2423 0.9525  P8 1.594
8 P -2.1332 0.3637 -0.2416  C1 1.668, F7 1.594, P9 2.378
9 P -1.1572 -1.4796 0.9008  C5 1.825, F6 1.609, P8 2.378
10 H -2.9441 0.4799 -2.4765  C1 1.017
11 H -3.6913 1.6204 -1.3242  C1 1.014
12 H 3.0043 -0.8770 -0.1064  C2 1.064
13 H 3.1144 0.1334 -1.5442  C2 1.129
14 H 2.5725 0.7377 0.0001  C2 1.009
15 H 1.3298 0.7391 2.1236  C3 1.020
16 H 0.0952 1.2692 1.0802  C3 1.077
17 H -0.2160 0.2500 2.3735  C3 1.034
18 H 0.8334 -1.0810 -1.5211  C4 1.104
19 H 0.3247 0.4721 -0.8574  C4 1.194
20 H 1.2256 -1.3720 1.4177  C5 1.071

The HOMO energy comes out at -14.68 eV. Its net charge is +1. Its frontier orbital gap is 8.61 eV.


Density functional theory data (ωB97M-V/def2-TZVPD) for the molecule C5H11FSi.

Bonds (Å) are listed after each position.
Geometry (Å):
1 C 0.0265 0.1729 1.2384  C2 1.601, Si7 2.309, H8 1.094, H9 1.138
2 C 0.7545 1.5737 1.5026  C1 1.601, C5 1.395, H10 1.046
3 C -1.8796 -1.5541 -1.2126  Si7 1.897, H11 1.036, H12 1.046, H13 1.070
4 C 0.8521 -0.3525 -2.2202  Si7 1.935, H14 1.050, H15 1.018, H16 1.153
5 C 0.9336 2.1679 2.7521  C2 1.395, H17 1.112, H18 1.208
6 F 0.6975 -2.4893 -0.4821  Si7 1.655
7 Si -0.1177 -1.0658 -0.7051  C1 2.309, C3 1.897, C4 1.935, F6 1.655
8 H -1.0024 0.4213 1.5154  C1 1.094
9 H 0.3799 -0.6895 1.8910  C1 1.138
10 H 1.1317 2.0839 0.6715  C2 1.046
11 H -1.9033 -2.5844 -1.1100  C3 1.036
12 H -2.5874 -1.1368 -0.5658  C3 1.046
13 H -2.1153 -1.1794 -2.1868  C3 1.070
14 H 0.8663 0.6482 -1.9043  C4 1.050
15 H 1.8052 -0.6906 -2.3370  C4 1.018
16 H 0.2724 -0.5608 -3.1951  C4 1.153
17 H 0.5302 1.9478 3.7649  C5 1.112
18 H 1.3557 3.2874 2.5830  C5 1.208

As for the spin multiplicity: 3. The HOMO energy (alpha / beta) comes out at -5.69 / -9.79 eV. The expectation value of S² is 2.007. Its frontier orbital gap (alpha / beta) is 6.57 / 8.00 eV.


Energy, respectively: -29367.2952 -15953.9858 eV.
Energy above the lowest of the compared OMol25 structures with the same formula, charge and spin, respectively: 34.4 197.0 kJ/mol.
Largest force on an atom, respectively: 4.64 7.90 eV/A.